# 1
{
  "formula": "H16O7S",
  "method": "wB97M-V/def2-TZVPD",
  "e_homo_ev": -9.780,
  "de_lowest_kcal_mol": 30.6,
  "e_lumo_ev": 0.387,
  "smiles": "O.O.O.O.O.O.O.S",
  "mol_weight_g_mol": 160.19,
  "gap_ev": 10.17,
  "charge": 0,
  "e_tot_ha": -934.4449,
  "species": ["S", "H", "H", "H", "H", "O", "H", "H", "O", "H", "H", "O", "H", "H", "O", "H", "H", "O", "H", "H", "O", "H", "H", "O"],
  "coordinates": [[-4.032, -1.235, 0.413], [-3.708, -0.996, -0.863], [-3.933, 0.019, 0.866], [0.047, 5.065, 4.148], [0.935, 3.850, 4.048], [0.819, 4.724, 3.651], [2.354, -1.688, 2.450], [1.475, -0.639, 1.828], [1.534, -1.206, 2.605], [-0.494, -1.435, -1.196], [-1.460, -2.317, -1.917], [-0.924, -1.530, -2.064], [1.741, -0.321, -4.257], [0.952, -0.476, -2.957], [1.445, 0.166, -3.481], [2.067, 0.879, -0.007], [2.008, -0.050, -1.171], [2.331, -0.025, -0.262], [-1.232, -2.751, 1.386], [0.122, -2.292, 1.162], [-0.673, -2.500, 0.635], [-0.658, 0.853, -1.871], [-0.467, 2.357, -1.809], [-0.251, 1.548, -1.337]]
}



# 2
{
  "formula": "H16O8",
  "method": "wB97M-V/def2-TZVPD",
  "e_homo_ev": [0.174, -7.497],
  "de_lowest_kcal_mol": 10.5,
  "e_lumo_ev": [2.706, 2.608],
  "mol_weight_g_mol": 144.12,
  "spin_multiplicity": 2,
  "gap_ev": [2.53, 10.11],
  "charge": -1,
  "e_tot_ha": -611.4893,
  "species": ["O", "H", "H", "O", "H", "H", "O", "H", "H", "O", "H", "H", "O", "H", "H", "O", "H", "H", "O", "H", "H", "O", "H", "H"],
  "coordinates": [[-0.104, 0.099, -0.829], [-0.221, 1.034, -0.658], [-0.363, -0.329, -0.013], [-0.076, -2.283, -2.944], [0.009, -1.489, -2.417], [0.627, -2.219, -3.590], [0.057, 0.889, 2.031], [-0.359, 0.276, 2.637], [0.972, 0.610, 1.998], [1.526, 3.169, 1.658], [1.587, 3.376, 2.591], [0.854, 2.489, 1.607], [0.703, 0.338, -3.429], [0.690, 1.230, -3.774], [0.282, 0.405, -2.572], [-2.448, -2.296, 1.945], [-2.657, -3.121, 2.383], [-1.568, -2.426, 1.593], [0.070, -3.255, 1.746], [0.535, -3.845, 2.339], [0.640, -2.489, 1.673], [-0.402, 2.935, -1.214], [-0.116, 3.656, -0.654], [-0.238, 3.243, -2.105]]
}



# 3
{
  "formula": "H16O8",
  "method": "wB97M-V/def2-TZVPD",
  "e_homo_ev": -10.514,
  "de_lowest_kcal_mol": 60.5,
  "e_lumo_ev": 0.041,
  "smiles": "O.O.O.O.O.O.O.O",
  "mol_weight_g_mol": 144.12,
  "gap_ev": 10.55,
  "charge": 0,
  "e_tot_ha": -611.4862,
  "species": ["O", "H", "H", "O", "H", "H", "O", "H", "H", "O", "H", "H", "O", "H", "H", "O", "H", "H", "O", "H", "H", "O", "H", "H"],
  "coordinates": [[-2.007, 2.195, 1.285], [-2.307, 2.162, 0.375], [-2.322, 1.401, 1.656], [-2.368, -0.766, -1.654], [-1.591, -0.501, -1.146], [-2.868, 0.037, -1.639], [3.292, -1.282, 0.039], [3.954, -0.597, 0.044], [3.475, -1.852, -0.707], [-2.401, -0.623, 1.812], [-3.208, -0.529, 1.336], [-2.887, -0.620, 2.618], [1.911, 1.140, -1.750], [1.312, 1.012, -1.011], [2.031, 0.259, -2.150], [0.619, 2.651, 0.719], [-0.157, 2.233, 1.074], [1.298, 2.728, 1.398], [-0.104, -0.160, -0.212], [0.475, -1.003, -0.222], [-0.624, -0.214, 0.596], [1.100, -2.724, -0.783], [1.582, -2.387, -1.542], [1.784, -2.566, -0.133]]
}



# 4
{
  "formula": "H16O8",
  "method": "wB97M-V/def2-TZVPD",
  "e_homo_ev": -10.578,
  "de_lowest_kcal_mol": 56.7,
  "e_lumo_ev": -0.351,
  "smiles": "O.O.O.O.O.O.O.O",
  "mol_weight_g_mol": 144.12,
  "gap_ev": 10.23,
  "charge": 0,
  "e_tot_ha": -611.4922,
  "species": ["O", "H", "H", "O", "H", "H", "O", "H", "H", "O", "H", "H", "O", "H", "H", "O", "H", "H", "O", "H", "H", "O", "H", "H"],
  "coordinates": [[-13.257, 14.990, -16.546], [-12.695, 15.740, -16.352], [-14.135, 15.275, -16.292], [-10.776, 16.997, -17.310], [-11.032, 17.294, -16.437], [-10.710, 17.801, -17.827], [-12.710, 18.900, -22.040], [-12.237, 18.385, -21.386], [-12.124, 18.922, -22.797], [-14.838, 12.552, -19.184], [-14.662, 13.409, -18.796], [-15.783, 12.550, -19.342], [-14.130, 14.943, -21.948], [-13.571, 15.222, -21.223], [-13.543, 14.469, -22.537], [-10.998, 17.432, -20.734], [-11.309, 16.584, -21.052], [-10.100, 17.266, -20.448], [-12.807, 15.596, -19.547], [-12.299, 16.392, -19.389], [-12.838, 15.158, -18.696], [-12.069, 12.371, -16.182], [-11.796, 12.604, -15.295], [-12.392, 13.190, -16.557]]
}



# 5
{
  "formula": "H16O8",
  "method": "wB97M-V/def2-TZVPD",
  "e_homo_ev": -11.297,
  "de_lowest_kcal_mol": 66.3,
  "e_lumo_ev": -0.039,
  "smiles": "O.O.O.O.O.O.O.O",
  "mol_weight_g_mol": 144.12,
  "gap_ev": 11.26,
  "charge": 0,
  "e_tot_ha": -611.4770,
  "species": ["O", "H", "H", "O", "H", "H", "O", "H", "H", "O", "H", "H", "O", "H", "H", "O", "H", "H", "O", "H", "H", "O", "H", "H"],
  "coordinates": [[-4.312, -2.404, 4.027], [-3.815, -2.046, 3.292], [-3.771, -2.221, 4.795], [2.735, 2.152, 1.651], [2.372, 1.812, 2.469], [3.218, 2.936, 1.910], [1.160, 4.119, -2.558], [0.775, 3.800, -3.374], [2.055, 3.778, -2.565], [1.406, -2.296, 3.183], [2.350, -2.189, 3.303], [1.016, -1.844, 3.931], [-1.545, -0.284, -4.681], [-1.200, -1.044, -5.149], [-1.459, -0.512, -3.756], [5.067, 2.372, -1.915], [5.838, 2.907, -1.728], [4.680, 2.200, -1.057], [-5.008, -3.615, -0.286], [-4.901, -2.665, -0.325], [-5.743, -3.798, -0.872], [-0.557, -0.393, -0.397], [-0.400, -1.080, 0.251], [0.038, 0.314, -0.147]]
}



# 6
{
  "formula": "H16O8",
  "method": "wB97M-V/def2-TZVPD",
  "e_homo_ev": -10.376,
  "de_lowest_kcal_mol": 50.4,
  "e_lumo_ev": -0.356,
  "smiles": "O.O.O.O.O.O.O.O",
  "mol_weight_g_mol": 144.12,
  "gap_ev": 10.02,
  "charge": 0,
  "e_tot_ha": -611.5022,
  "species": ["O", "H", "H", "O", "H", "H", "O", "H", "H", "O", "H", "H", "O", "H", "H", "O", "H", "H", "O", "H", "H", "O", "H", "H"],
  "coordinates": [[4.659, -9.120, 14.491], [5.088, -9.708, 13.860], [3.844, -9.571, 14.736], [8.356, -9.609, 15.844], [8.941, -10.132, 15.278], [7.686, -9.263, 15.247], [6.832, -7.061, 14.612], [6.653, -6.313, 15.192], [6.102, -7.668, 14.782], [10.005, -11.013, 13.831], [9.471, -11.459, 13.167], [10.530, -10.371, 13.341], [4.996, -8.723, 17.319], [4.519, -9.421, 17.775], [5.169, -9.066, 16.433], [8.119, -7.024, 17.281], [8.037, -7.603, 18.043], [8.001, -7.606, 16.523], [10.195, -10.679, 18.036], [9.736, -10.274, 17.292], [10.545, -11.507, 17.698], [12.355, -11.796, 15.381], [11.462, -11.552, 15.111], [12.402, -12.747, 15.249]]
}



# 7
{
  "formula": "H16O8",
  "method": "wB97M-V/def2-TZVPD",
  "e_homo_ev": -8.689,
  "de_lowest_kcal_mol": 135.8,
  "e_lumo_ev": -0.181,
  "smiles": "O.O.O.O.O.O.O.O",
  "mol_weight_g_mol": 144.12,
  "gap_ev": 8.51,
  "charge": 0,
  "e_tot_ha": -611.3662,
  "species": ["H", "H", "H", "H", "H", "H", "H", "H", "H", "H", "H", "H", "H", "H", "H", "H", "O", "O", "O", "O", "O", "O", "O", "O"],
  "coordinates": [[-0.082, 0.589, -1.611], [0.526, -0.439, -0.817], [-4.607, 0.006, -1.046], [-4.289, -0.824, -2.325], [-0.285, 3.102, 1.505], [1.101, 3.798, 1.888], [1.409, -2.933, -1.334], [2.222, -3.046, 0.090], [5.312, 1.390, -2.627], [4.045, 1.417, -1.681], [2.512, -1.383, 1.788], [1.885, -1.818, 3.095], [-3.195, -1.268, -0.504], [-2.581, -0.094, -1.046], [-3.287, 0.413, 2.268], [-2.137, 0.227, 3.207], [-0.336, -0.158, -1.174], [-4.172, -0.015, -1.896], [0.580, 3.316, 1.183], [2.133, -3.426, -0.788], [4.664, 1.914, -2.115], [2.746, -1.572, 2.766], [-3.082, -0.325, -0.300], [-2.352, 0.374, 2.218]]
}



# 8
{
  "formula": "H16O8",
  "method": "wB97M-V/def2-TZVPD",
  "e_homo_ev": -10.352,
  "de_lowest_kcal_mol": 90.9,
  "e_lumo_ev": -0.214,
  "smiles": "O.O.O.O.O.O.O.O",
  "mol_weight_g_mol": 144.12,
  "gap_ev": 10.14,
  "charge": 0,
  "e_tot_ha": -611.4378,
  "species": ["H", "H", "H", "H", "H", "H", "H", "H", "H", "H", "H", "H", "H", "H", "H", "H", "O", "O", "O", "O", "O", "O", "O", "O"],
  "coordinates": [[-0.232, -0.371, -0.612], [0.628, 0.348, 0.414], [0.470, -1.629, 0.546], [-0.636, -1.761, 1.580], [-2.226, 3.185, 2.162], [-2.782, 4.571, 2.449], [5.535, 0.422, -1.205], [4.397, 1.376, -0.883], [2.044, -3.687, 1.736], [3.187, -2.992, 2.457], [-2.619, -3.620, -2.438], [-2.959, -2.942, -1.121], [2.526, 2.631, -1.078], [1.222, 3.165, -1.647], [-5.081, 0.396, -1.305], [-3.811, -0.324, -0.881], [-0.248, -0.032, 0.290], [0.319, -1.837, 1.475], [-3.044, 3.646, 2.379], [5.330, 1.360, -1.124], [2.769, -3.069, 1.592], [-2.793, -2.754, -2.051], [2.128, 3.427, -1.448], [-4.122, 0.493, -1.286]]
}



# 9
{
  "formula": "H16O8",
  "method": "wB97M-V/def2-TZVPD",
  "e_homo_ev": -10.442,
  "de_lowest_kcal_mol": 50.6,
  "e_lumo_ev": 0.351,
  "smiles": "O.O.O.O.O.O.O.O",
  "mol_weight_g_mol": 144.12,
  "gap_ev": 10.79,
  "charge": 0,
  "e_tot_ha": -611.5020,
  "species": ["O", "H", "H", "O", "H", "H", "O", "H", "H", "O", "H", "H", "O", "H", "H", "O", "H", "H", "O", "H", "H", "O", "H", "H"],
  "coordinates": [[2.751, 0.522, -2.163], [3.318, 1.302, -2.188], [3.364, -0.217, -2.088], [0.090, 0.961, -0.136], [0.746, 0.276, 0.034], [-0.640, 0.495, -0.572], [-2.337, -1.129, 0.998], [-2.684, -1.731, 1.666], [-2.553, -0.243, 1.328], [1.759, 2.909, 2.471], [2.020, 2.205, 1.866], [2.053, 2.609, 3.338], [2.215, -2.082, 0.648], [2.007, -2.952, 0.288], [2.644, -1.615, -0.078], [-1.916, -2.474, -1.359], [-2.811, -2.650, -1.665], [-2.034, -1.986, -0.509], [-1.579, 0.332, -2.582], [-2.347, -0.228, -2.741], [-1.720, 1.110, -3.134], [-1.102, 1.301, 2.248], [-0.642, 1.528, 1.399], [-0.602, 1.758, 2.932]]
}



# 10
{
  "formula": "H16O8",
  "method": "wB97M-V/def2-TZVPD",
  "e_homo_ev": -10.660,
  "de_lowest_kcal_mol": 53.2,
  "e_lumo_ev": -0.179,
  "smiles": "O.O.O.O.O.O.O.O",
  "mol_weight_g_mol": 144.12,
  "gap_ev": 10.48,
  "charge": 0,
  "e_tot_ha": -611.4979,
  "species": ["O", "H", "H", "O", "H", "H", "O", "H", "H", "O", "H", "H", "O", "H", "H", "O", "H", "H", "O", "H", "H", "O", "H", "H"],
  "coordinates": [[0.675, -0.406, -0.121], [0.857, 0.261, 0.558], [0.861, 0.045, -0.977], [1.022, 0.932, -2.530], [0.313, 1.259, -3.101], [1.807, 1.426, -2.798], [-1.326, -0.339, -3.751], [-1.320, 0.017, -4.648], [-0.400, -0.348, -3.474], [-2.537, -0.083, 2.501], [-1.618, 0.141, 2.301], [-2.612, 0.027, 3.454], [3.075, -1.698, 0.206], [2.154, -1.369, 0.069], [2.977, -2.599, 0.530], [-0.930, -2.781, -0.594], [-0.355, -2.005, -0.498], [-1.400, -2.841, 0.245], [-1.490, 2.978, 1.535], [-0.827, 2.412, 1.128], [-1.103, 3.238, 2.378], [0.359, 0.708, 2.463], [1.146, 1.235, 2.655], [0.673, -0.210, 2.470]]
}



# 11
{
  "formula": "H17O8",
  "method": "wB97M-V/def2-TZVPD",
  "e_homo_ev": -14.490,
  "de_lowest_kcal_mol": 26.0,
  "e_lumo_ev": -3.144,
  "mol_weight_g_mol": 145.13,
  "gap_ev": 11.35,
  "charge": 1,
  "e_tot_ha": -611.8698,
  "species": ["O", "H", "H", "H", "O", "H", "H", "O", "H", "H", "O", "H", "H", "O", "H", "H", "O", "H", "H", "O", "H", "H", "O", "H", "H"],
  "coordinates": [[0.335, -0.495, 0.550], [-0.008, 0.414, 0.691], [0.916, -0.546, -0.261], [-0.433, -1.126, 0.496], [0.476, -2.717, -1.479], [1.274, -2.844, -1.983], [-0.218, -3.287, -1.844], [1.849, 0.049, -1.747], [2.042, 0.995, -1.602], [1.279, 0.022, -2.520], [-0.701, 1.975, -0.055], [-0.701, 2.555, 0.691], [0.146, 2.189, -0.478], [-0.546, 0.266, 3.197], [-0.458, 0.533, 4.103], [-1.458, -0.101, 3.119], [-1.920, -1.924, 0.801], [-2.343, -1.636, 1.614], [-2.600, -2.049, 0.163], [2.254, 2.017, 0.628], [3.015, 1.628, 1.058], [2.573, 2.656, 0.089], [-1.741, 0.169, -1.585], [-1.561, 0.988, -1.121], [-1.472, 0.269, -2.526]]
}



# 12
{
  "formula": "H18NO12Zn",
  "method": "wB97M-V/def2-TZVPD",
  "e_homo_ev": -13.610,
  "de_lowest_kcal_mol": 0.0,
  "e_lumo_ev": -5.338,
  "mol_weight_g_mol": 289.53,
  "gap_ev": 8.27,
  "charge": 1,
  "e_tot_ha": -2747.4168,
  "species": ["Zn", "N", "O", "O", "O", "O", "H", "H", "O", "H", "H", "O", "H", "H", "O", "H", "H", "O", "H", "H", "O", "H", "H", "O", "H", "H", "O", "H", "H", "O", "H", "H"],
  "coordinates": [[1.817, -0.926, 1.988], [0.176, -1.295, -0.732], [0.311, -0.514, -1.726], [1.142, -1.483, 0.085], [-0.963, -1.497, -0.256], [2.998, 0.261, -1.752], [2.190, -0.228, -2.008], [2.927, 1.184, -1.994], [0.654, 2.220, -3.627], [0.381, 1.342, -3.801], [-0.055, 2.840, -3.351], [-1.900, -1.306, 2.501], [-2.784, -1.638, 2.569], [-1.895, -0.605, 1.868], [-1.719, 1.363, -1.962], [-2.622, 1.163, -2.218], [-1.180, 0.564, -2.094], [-3.737, -0.910, -0.101], [-3.943, -1.136, 0.788], [-2.822, -1.288, -0.169], [0.844, -2.598, 2.779], [1.134, -3.005, 3.613], [-0.064, -2.256, 2.780], [0.482, 2.104, -0.246], [-0.448, 2.311, -0.521], [0.546, 1.249, -0.660], [0.385, 0.475, 2.220], [-0.299, 0.642, 2.885], [-0.019, 0.834, 1.411], [2.846, 0.410, 0.854], [2.885, 0.359, -0.105], [2.732, 1.360, 0.969]]
}



Please write out number 1 again, unchanged.
{
  "formula": "H16O7S",
  "method": "wB97M-V/def2-TZVPD",
  "e_homo_ev": -9.780,
  "de_lowest_kcal_mol": 30.6,
  "e_lumo_ev": 0.387,
  "smiles": "O.O.O.O.O.O.O.S",
  "mol_weight_g_mol": 160.19,
  "gap_ev": 10.17,
  "charge": 0,
  "e_tot_ha": -934.4449,
  "species": ["S", "H", "H", "H", "H", "O", "H", "H", "O", "H", "H", "O", "H", "H", "O", "H", "H", "O", "H", "H", "O", "H", "H", "O"],
  "coordinates": [[-4.032, -1.235, 0.413], [-3.708, -0.996, -0.863], [-3.933, 0.019, 0.866], [0.047, 5.065, 4.148], [0.935, 3.850, 4.048], [0.819, 4.724, 3.651], [2.354, -1.688, 2.450], [1.475, -0.639, 1.828], [1.534, -1.206, 2.605], [-0.494, -1.435, -1.196], [-1.460, -2.317, -1.917], [-0.924, -1.530, -2.064], [1.741, -0.321, -4.257], [0.952, -0.476, -2.957], [1.445, 0.166, -3.481], [2.067, 0.879, -0.007], [2.008, -0.050, -1.171], [2.331, -0.025, -0.262], [-1.232, -2.751, 1.386], [0.122, -2.292, 1.162], [-0.673, -2.500, 0.635], [-0.658, 0.853, -1.871], [-0.467, 2.357, -1.809], [-0.251, 1.548, -1.337]]
}